[1]
# C25H29ClInN2O6

C25H29ClInN2O6 as an isolated structure (wB97M-V/def2-TZVPD, the Open Molecules 2025 dataset).

Summary:
- Charge: +1
- LUMO: -0.126 hartree
- Energy relative to the best compared isomer or geometry (same formula, charge and spin): 1.8282 eV
- Gap between HOMO and LUMO: 6.9 eV
- Molar mass: 603.79 g/mol

XYZ file:
```
64
Properties=species:S:1:pos:R:3:nbo_charge:R:1
In 0.75815 0.87803 0.04512 0.785
C -2.23008 1.30639 2.11409 -0.077
C -1.78032 -0.07252 2.56398 -0.092
O -1.07199 -0.68034 1.49865 -0.562
C -0.44177 -1.90954 1.82111 -0.083
C 0.65588 -1.76871 2.87291 -0.089
O 1.49464 -0.69971 2.49594 -0.559
C 2.24258 -0.10806 3.53908 -0.089
C 2.62334 1.30828 3.11223 -0.079
O 1.52692 2.05691 2.62698 -0.542
C 0.53218 2.37059 3.57974 -0.091
C -0.63238 2.99489 2.82776 -0.076
O -1.16149 2.17913 1.79436 -0.556
H -2.87069 1.74716 2.88494 0.188
H -2.80887 1.19266 1.19391 0.202
H -2.66613 -0.66845 2.81664 0.189
H -1.15194 0.00994 3.45501 0.172
H -0.00924 -2.26193 0.88326 0.213
H -1.17733 -2.63589 2.18454 0.187
H 1.21027 -2.71265 2.93088 0.189
H 0.22409 -1.57808 3.86235 0.173
H 3.16071 -0.67248 3.73672 0.190
H 1.65473 -0.09386 4.46435 0.172
H 3.32360 1.25153 2.27810 0.204
H 3.10529 1.81695 3.95406 0.187
H 0.91044 3.09853 4.30815 0.188
H 0.21029 1.47689 4.12368 0.165
H -0.26382 3.89333 2.33024 0.204
H -1.41564 3.27447 3.53973 0.185
Cl 3.55732 -4.19124 -5.02013 0.053
C 3.13815 -2.79598 -4.09769 -0.041
C 3.99242 -1.62127 -4.24983 -0.143
C 3.69142 -0.46192 -3.65540 -0.281
C 2.49151 -0.31032 -2.83770 0.541
O 2.14744 0.75234 -2.36830 -0.520
C 1.68125 -1.59380 -2.48584 0.065
C 0.20569 -1.31227 -2.71741 0.181
N -0.45030 -0.65513 -1.87201 -0.431
C -1.82321 -0.42834 -1.98830 0.093
C -2.71543 -1.43635 -2.26234 -0.209
C -4.09808 -1.18279 -2.31655 -0.200
C -4.58066 0.07901 -2.11674 -0.170
C -3.69178 1.14027 -1.82701 -0.108
C -4.12202 2.46988 -1.61931 -0.121
C -3.20519 3.43607 -1.31495 -0.259
C -1.85070 3.07277 -1.20533 0.088
N -1.40784 1.85775 -1.41296 -0.492
C -2.30160 0.88788 -1.73024 0.210
C 2.08774 -2.80367 -3.28050 -0.218
H 4.88414 -1.71956 -4.85513 0.246
H 4.31827 0.41372 -3.76525 0.247
H -0.22770 -1.69737 -3.64602 0.187
H -2.34792 -2.44432 -2.41122 0.221
H -4.77833 -1.99854 -2.52148 0.230
H -5.64269 0.28381 -2.16680 0.224
H -5.17509 2.70532 -1.71370 0.228
H -3.50269 4.46218 -1.15000 0.234
H -1.10653 3.81443 -0.93357 0.205
H 1.48050 -3.69283 -3.15776 0.239
C 3.14579 -2.01333 -0.61991 -0.258
O 1.81459 -1.80748 -1.08391 -0.518
H 3.63859 -2.82417 -1.16021 0.189
H 3.05377 -2.27528 0.43105 0.210
H 3.74774 -1.10294 -0.70606 0.181
```



[2]
# C25H29FeN4OS3

C25H29FeN4OS3 as an isolated structure (wB97M-V/def2-TZVPD, the Open Molecules 2025 dataset).

Summary:
- Charge: -1
- <S²>: 6.029
- LUMO (alpha / beta): 0.090 / 0.090 hartree
- Gap between HOMO and LUMO (alpha / beta): 4.7 / 5.0 eV
- Molar mass: 553.58 g/mol
- Multiplicity: 5

XYZ file:
```
63
Properties=species:S:1:pos:R:3:lowdin_spin:R:1
Fe -0.92811 0.00751 -0.18341 3.518
C -2.75086 1.79533 1.93090 0.003
C -1.51398 1.32155 2.71862 0.001
N -1.20905 -0.04812 2.40342 0.017
C -2.03797 -1.09638 2.95578 0.001
C -2.37693 -2.11958 1.85570 0.002
N -2.71217 -1.43774 0.61905 0.023
C -3.97085 -0.71381 0.57757 0.001
C -3.77837 0.67939 -0.03843 0.003
N -2.64873 1.40112 0.53160 0.025
H -2.83851 2.88148 2.04122 0.001
H -3.65598 1.36120 2.36547 0.000
H -1.68769 1.49995 3.79382 0.000
H -0.65889 1.92255 2.40518 -0.001
H -0.21780 -0.25883 2.40802 0.000
H -2.95510 -0.66408 3.36547 0.000
H -1.55009 -1.63233 3.78080 0.001
H -3.18016 -2.79132 2.19896 0.001
H -1.47811 -2.71250 1.67696 0.000
H -2.60334 -2.04346 -0.18242 -0.001
H -4.35981 -0.63826 1.59633 0.000
H -4.73558 -1.22850 -0.01404 0.000
H -4.72948 1.22953 0.05007 0.000
H -3.53380 0.54570 -1.09510 0.002
H -2.41280 2.18315 -0.06222 0.000
O 0.84510 -0.10916 0.84133 0.060
C 2.21495 -0.09554 0.79440 0.008
C 2.70374 -0.34219 -0.63279 0.001
C 2.11327 0.13628 -1.76182 0.002
C 2.72873 -0.32761 -2.95394 0.000
C 3.78484 -1.14596 -2.71150 0.000
S 4.03713 -1.37445 -1.02158 0.001
C 2.73184 -1.19069 1.71934 0.001
C 3.85145 -1.30018 2.48348 0.000
C 3.88502 -2.50489 3.24053 0.000
C 2.77983 -3.27041 3.04431 0.000
S 1.67197 -2.53232 1.94937 -0.001
C 2.74898 1.25083 1.26580 0.001
C 3.66484 2.08680 0.70481 0.000
C 3.83773 3.29745 1.42960 0.000
C 3.04158 3.36667 2.52834 0.000
S 2.06122 1.95755 2.68722 0.000
H 1.23838 0.77062 -1.72365 0.002
H 2.36987 -0.07163 -3.94055 0.000
H 4.43880 -1.64363 -3.40954 0.000
H 4.62204 -0.54195 2.50675 0.000
H 4.69984 -2.77827 3.89704 0.000
H 2.54106 -4.22877 3.47790 0.000
H 4.20597 1.84341 -0.19813 0.000
H 4.52973 4.07617 1.14040 0.000
H 2.96152 4.15427 3.26036 0.000
N -1.28644 0.17462 -1.94030 0.164
C -1.29055 0.14265 -3.25923 0.053
C -0.64209 -0.89872 -4.00924 0.031
C -0.67379 -0.94069 -5.38602 0.003
C -1.34681 0.03317 -6.12714 0.034
C -1.97796 1.06684 -5.43730 0.003
C -1.95381 1.13371 -4.05922 0.031
H -0.11612 -1.65734 -3.43954 0.002
H -0.16777 -1.74793 -5.90934 -0.001
H -1.38034 -0.01417 -7.20934 0.003
H -2.50252 1.83380 -6.00162 -0.001
H -2.44708 1.94811 -3.53847 0.003
```



[3]
# C25H29MnN5

C25H29MnN5 as an isolated structure in a non-equilibrium geometry (wB97M-V/def2-TZVPD, the Open Molecules 2025 dataset).

Summary:
- Charge: -2
- <S²>: 8.784
- LUMO (alpha / beta): 0.181 / 0.181 hartree
- Energy relative to the best compared isomer or geometry (same formula, charge and spin): 1.1442 eV
- Gap between HOMO and LUMO (alpha / beta): 4.6 / 5.2 eV
- Molar mass: 454.48 g/mol
- Multiplicity: 6

XYZ file:
```
60
Properties=species:S:1:pos:R:3:lowdin_spin:R:1
Mn 0.34771 1.47411 0.53989 4.353
C -2.23956 0.75757 -3.16796 0.000
N -2.10646 0.61583 -1.73671 0.009
C -1.85954 -0.76268 -1.35797 0.001
C -3.25109 1.16503 -1.03460 0.004
C -2.97632 1.49361 0.42224 0.022
C -4.04408 1.54429 1.31219 0.000
C -3.85813 1.89323 2.64276 0.018
C -2.57127 2.17231 3.08969 0.004
C -1.51891 2.09205 2.19092 0.044
C -1.66154 1.76701 0.82365 0.040
H -3.12046 0.22015 -3.57642 0.000
H -1.34700 0.35844 -3.65264 0.000
H -2.33010 1.81364 -3.43045 0.000
H -2.71269 -1.42022 -1.61877 0.000
H -1.67454 -0.81600 -0.28568 0.001
H -0.96317 -1.13362 -1.85628 0.000
H -4.11963 0.47918 -1.10457 0.001
H -3.54386 2.08888 -1.54756 0.001
H -5.04885 1.30225 0.96968 0.000
H -4.69759 1.93855 3.32798 0.002
H -2.40311 2.43673 4.12939 0.000
H -0.51641 2.30527 2.58244 0.014
C 3.32923 -0.22322 -1.26429 0.002
C 2.21467 -1.04119 -1.93270 0.004
C 1.23362 -0.12666 -2.67735 0.010
C 1.57494 -2.00650 -0.94404 0.030
C 1.63951 -3.35007 -1.25643 0.004
C 1.18068 -4.35166 -0.40323 0.041
C 0.70178 -3.96354 0.84546 0.005
C 0.61892 -2.64299 1.23991 0.028
C 0.12698 -2.36910 2.65537 0.003
C -1.26694 -1.72760 2.65219 0.002
C 1.10991 -1.52537 3.47539 0.002
C 0.97754 -1.55862 0.32193 0.054
N 0.77818 -0.29180 0.61011 0.117
H 3.80145 0.46095 -1.97795 0.000
H 4.09508 -0.88394 -0.85078 0.000
H 2.89650 0.35767 -0.45035 0.002
H 2.68359 -1.66253 -2.70725 0.000
H 0.65909 0.47445 -1.97967 0.009
H 0.52415 -0.71618 -3.26531 0.000
H 1.77149 0.54166 -3.35788 0.000
H 2.07306 -3.64139 -2.21326 -0.001
H 1.23683 -5.39825 -0.68424 0.004
H 0.39632 -4.73486 1.55276 -0.001
H 0.04523 -3.34413 3.15514 0.000
H -1.20890 -0.75127 2.17348 0.000
H -1.65060 -1.59413 3.67070 0.000
H -1.96801 -2.35436 2.09422 0.000
H 1.20889 -0.54993 3.00457 0.001
H 2.09492 -1.99997 3.49525 0.000
H 0.75742 -1.39467 4.50581 0.000
N 1.71980 2.86587 0.36841 0.054
C 2.51470 3.40701 -0.28106 0.072
C 3.48852 4.07568 -1.01789 0.018
C 3.38781 4.18892 -2.41846 0.004
N 3.34037 4.29024 -3.56931 0.006
C 4.60791 4.63839 -0.37666 0.005
N 5.52198 5.11750 0.14620 0.006
```



[4]
# C25H29N2OS

An isolated ion of composition C25H29N2OS and charge +1 (wB97M-V/def2-TZVPD, the Open Molecules 2025 dataset).

Summary:
- Charge: +1
- LUMO: -0.087 hartree
- Energy relative to the best compared isomer or geometry (same formula, charge and spin): 0.0000 eV
- Gap between HOMO and LUMO: 8.2 eV
- Molar mass: 405.59 g/mol

XYZ file:
```
58
Properties=species:S:1:pos:R:3:nbo_charge:R:1
C -0.72707 -3.68838 2.18495 -0.634
C -1.32257 -2.92916 1.04576 0.018
C -1.54657 -3.54995 -0.17891 -0.180
C -2.12682 -2.85834 -1.22481 -0.197
C -2.48192 -1.53182 -1.05762 -0.215
C -2.24799 -0.87539 0.14671 0.015
C -1.67276 -1.59130 1.18690 -0.207
H -1.49282 -1.09624 2.13012 0.217
C -2.56356 0.58561 0.33543 -0.080
C -4.02677 0.96679 0.43256 -0.113
C -4.34780 1.87050 1.44724 -0.186
C -5.63215 2.34117 1.62602 -0.197
C -6.63263 1.91628 0.76878 -0.171
C -6.32837 1.02877 -0.24300 -0.216
C -5.03653 0.53696 -0.43267 0.057
C -4.90956 -0.48008 -1.53214 -0.557
H -5.61831 -0.24784 -2.32747 0.250
H -5.14781 -1.47329 -1.14267 0.249
S -3.30934 -0.66260 -2.39128 0.264
H -7.11154 0.69691 -0.90781 0.222
H -7.64316 2.27312 0.88656 0.232
H -5.84869 3.03250 2.42436 0.232
H -3.56999 2.20312 2.11963 0.213
H -2.07257 0.91089 1.25877 0.238
N -1.93346 1.38883 -0.78417 -0.570
H -2.26935 2.35439 -0.71801 0.437
C -0.47545 1.35957 -0.76918 0.032
C 0.21599 2.22184 0.07362 -0.202
C 1.58914 2.17528 0.11920 -0.236
C 2.30237 1.26309 -0.67438 0.355
C 1.59128 0.40451 -1.51748 -0.309
C 0.21047 0.45538 -1.56024 -0.132
H -0.32417 -0.20792 -2.22251 0.218
H 2.10578 -0.30213 -2.14644 0.238
O 3.63091 1.29982 -0.55279 -0.482
C 4.43945 0.41894 -1.32313 -0.083
C 5.90931 0.63880 -0.95838 -0.240
N 6.30143 -0.17389 0.17784 -0.436
C 5.80806 0.36204 1.43084 -0.419
H 4.72646 0.46232 1.38419 0.201
H 6.06040 -0.32897 2.23318 0.204
H 6.24044 1.34661 1.66530 0.167
C 7.73722 -0.37118 0.22925 -0.410
H 7.96984 -1.02915 1.06424 0.206
H 8.29309 0.56871 0.35957 0.168
H 8.06899 -0.85084 -0.69002 0.201
H 6.07086 1.71612 -0.78644 0.184
H 6.51265 0.33317 -1.81503 0.213
H 4.28487 0.62945 -2.38812 0.185
H 4.17473 -0.62307 -1.11126 0.195
H 2.14666 2.83862 0.75970 0.242
H -0.31775 2.93418 0.68548 0.222
H -2.31779 0.93517 -1.66678 0.438
H -2.30824 -3.34076 -2.17264 0.237
H -1.27198 -4.58477 -0.31240 0.228
H -0.29910 -3.01786 2.92498 0.223
H -1.49884 -4.28393 2.67273 0.237
H 0.04303 -4.37063 1.83384 0.231
```